# 1
A structure of composition C27H36N5O11P2W, computed with ωB97M-V/def2-TZVPD.

- Highest occupied orbital energy: -0.6056 Ha
- Max |F|: 0.00551 Eh/bohr
- LUMO level: -10.09 eV
- Frontier orbital gap: 6.4 eV

```
! wB97M-V def2-TZVPD RIJCOSX def2/J DEFGRID3
* xyz 3 1
W -0.04761 -0.19175 0.26403
C -3.94868 5.55564 -1.38561
C -2.94565 4.44466 -1.27679
C -1.57361 4.71871 -1.31560
C -0.63161 3.70252 -1.17794
C 0.78228 3.84502 -1.57159
N 1.74192 4.41265 -0.94558
C 1.76218 4.98589 0.41600
C 2.31256 3.98852 1.44038
C 3.65816 3.31291 1.13731
N 3.45464 1.98968 0.50697
C 4.31452 1.02632 0.46759
C 4.05826 -0.29944 -0.03656
C 5.09747 -1.24187 -0.05963
C 4.92454 -2.54053 -0.53123
C 6.04896 -3.53488 -0.52607
C 3.66702 -2.89132 -1.00688
C 2.58642 -2.00023 -0.96223
C 1.31123 -2.30768 -1.55414
N 0.18643 -1.68402 -1.36557
C -0.88549 -1.98582 -2.34685
C -2.14771 -2.52351 -1.70672
C -2.60104 -1.65596 -0.53329
N -2.03708 -0.28984 -0.63685
C -2.81746 0.69553 -0.91049
C -2.42532 2.08755 -0.99326
C -3.35102 3.11791 -1.16627
C -1.07507 2.40407 -0.94960
O -0.16486 1.44789 -0.71981
C 2.78771 -0.71018 -0.47548
O 1.76908 0.13642 -0.48055
H -3.55390 6.39539 -1.95452
H -4.21232 5.92125 -0.39134
H -4.86361 5.21554 -1.86688
H -1.24885 5.73528 -1.50659
H 1.05885 3.41202 -2.53162
H 2.63388 4.43823 -1.43402
H 0.74539 5.26849 0.67912
H 2.37158 5.88691 0.35739
H 1.56435 3.22212 1.63635
H 2.41707 4.54160 2.37367
H 4.18674 3.14505 2.07212
H 4.29581 3.91922 0.48843
H 2.50931 1.74253 0.21939
H 5.30816 1.23811 0.85495
H 6.07509 -0.94518 0.30490
H 6.97646 -3.08513 -0.17909
H 6.21912 -3.93596 -1.52522
H 5.81097 -4.37070 0.13249
H 3.51084 -3.88917 -1.40269
H 1.31033 -3.11003 -2.28996
H -0.49985 -2.69045 -3.08187
H -1.09045 -1.05458 -2.87785
H -1.99550 -3.54575 -1.36012
H -2.91859 -2.55795 -2.47685
H -2.29062 -2.05665 0.43667
H -3.68799 -1.58629 -0.48474
H -3.86390 0.46471 -1.10734
H -4.40848 2.88255 -1.20932
N -2.82269 -2.17320 2.84508
C -2.48235 -1.18311 3.87408
C -2.87835 0.22655 3.45064
C -2.06594 0.86125 2.35948
O -2.04285 2.01304 2.04852
O -1.30994 -0.03632 1.62707
H -3.82019 -2.36186 2.87028
H -2.37347 -3.05415 3.06956
H -1.40903 -1.22665 4.04404
H -2.96711 -1.38711 4.83232
H -2.85052 0.91912 4.29305
H -3.91672 0.24063 3.10076
O 0.59606 -2.79301 3.40184
P 1.60950 -2.22006 2.34946
O 2.66586 -3.09329 1.87960
O 0.60689 -1.69014 1.21157
O 2.14520 -0.85003 2.94988
P 1.57600 0.65494 3.05468
O 0.36845 0.56420 4.06400
O 2.64094 1.59311 3.38164
O 0.92123 0.90208 1.66369
H 0.89647 -3.61141 3.82646
H 0.59652 0.82007 4.97086
*
```

# 2
A cluster of 2 separate species, C4H9Br2 in total at a distorted geometry, computed with ωB97M-V/def2-TZVPD.

- Highest occupied orbital energy (alpha / beta): -0.3001 / -0.3682 Ha
- Max |F|: 0.02885 Eh/bohr
- LUMO level (alpha / beta): 0.38 / -1.08 eV
- Frontier orbital gap (alpha / beta): 8.5 / 8.9 eV

```
! wB97M-V def2-TZVPD RIJCOSX def2/J DEFGRID3
* xyz 0 2
H 1.43382 -0.69166 -1.08564
Br 0.50609 0.47211 -1.20082
C 3.76238 -2.73750 -1.94026
C 3.85082 -1.59202 -1.03671
C 4.19098 -0.25971 -1.54093
C 4.00187 -1.88423 0.36700
Br 2.14695 -2.49481 1.34508
H 3.35163 -3.57387 -1.37898
H 3.03907 -2.59265 -2.73848
H 4.72990 -3.02568 -2.37918
H 4.03883 0.46310 -0.73666
H 5.23224 -0.15815 -1.91335
H 3.50173 0.10510 -2.30669
H 4.66586 -2.72980 0.62216
H 4.29677 -0.99131 0.91188
*
```

# 3
A cluster of 10 separate species, C70H53Cl3F5NO23 in total at a distorted geometry, computed with ωB97M-V/def2-TZVPD.

- SMILES: CC(=O)OCCCC[C@@]1([C@H](Cl)[C@@H](C)Cl)OC(=O)[C@H](C(F)(F)C(F)(F)F)[C@@]1(Cl)N=C=O.O=C1C=CC(=O)C=C1.O=C1C=CC(=O)C=C1.O=C1C=CC(=O)C=C1.O=C1C=CC(=O)C=C1.O=C1C=CC(=O)C=C1.O=C1C=CC(=O)C=C1.O=C1C=CC(=O)C=C1.O=C1C=CC(=O)C=C1.O=C1C=CC(=O)C=C1
- Highest occupied orbital energy: -0.3667 Ha
- Max |F|: 0.03181 Eh/bohr
- LUMO level: -1.86 eV
- Frontier orbital gap: 8.1 eV

```
! wB97M-V def2-TZVPD RIJCOSX def2/J DEFGRID3
* xyz 0 1
C -3.63329 -0.80355 2.21381
C -2.91524 -2.00661 1.68696
O -3.48873 -2.93733 1.19136
O -1.54453 -1.98462 1.77287
C -0.91391 -1.71425 0.50743
C -0.24240 -0.34661 0.47547
C 0.84473 -0.24628 1.55375
C 1.20731 1.16996 2.05439
C 0.03393 2.06764 2.48804
C -0.43505 3.16412 1.46038
Cl -2.20145 3.44478 1.60558
C -0.08962 2.84024 -0.02202
C -1.22656 2.63072 -1.00517
Cl 0.88352 4.24625 -0.63565
O -1.07613 1.29133 2.96075
C -0.74718 0.74192 4.16109
O -1.26296 -0.23599 4.59096
C 0.34930 1.59494 4.84073
C -0.14786 1.90675 6.25262
F 0.54567 2.92435 6.81789
F -1.47057 2.20377 6.24817
C 0.04232 0.64705 7.22035
F -1.15522 0.12067 7.53253
F 0.78568 -0.31096 6.64125
F 0.63153 1.02890 8.36178
C 0.46115 2.75452 3.81866
Cl -0.59604 4.15069 4.31939
N 1.85003 3.25534 3.74672
C 2.01523 4.46215 3.58827
O 2.24816 5.55588 3.30861
H -4.69589 -1.00379 2.30059
H -3.26357 -0.49421 3.18868
H -3.44677 0.03221 1.53315
H -1.66532 -1.81695 -0.27565
H -0.13470 -2.46125 0.34192
H 0.20629 -0.28043 -0.51882
H -1.01369 0.41410 0.56042
H 0.62050 -0.88307 2.40963
H 1.75978 -0.65031 1.11645
H 1.93599 1.05743 2.85386
H 1.74976 1.69256 1.26564
H 0.05337 4.10130 1.70116
H 0.57692 1.99681 -0.11773
H -1.77438 3.54643 -1.20260
H -1.88346 1.81682 -0.73278
H -0.76201 2.34567 -1.95205
H 1.34014 1.15315 4.85168
O 1.71204 2.70233 -3.60892
C 2.64260 3.24224 -4.16645
C 3.25846 4.47223 -3.60917
C 4.28915 5.05874 -4.21210
C 4.86615 4.51049 -5.46363
O 5.81012 5.04117 -6.00894
C 4.24716 3.28117 -6.02333
C 3.21688 2.69305 -5.42134
H 2.82813 4.85267 -2.69239
H 4.75579 5.95422 -3.82144
H 4.68366 2.89822 -6.93714
H 2.75284 1.79429 -5.80782
O 0.75857 -8.51183 -0.77785
C 1.09687 -7.37578 -0.52150
C 0.80368 -6.76046 0.79591
C 1.17627 -5.51337 1.07126
C 1.89828 -4.68799 0.07503
O 2.23598 -3.54884 0.32584
C 2.19062 -5.30145 -1.24513
C 1.82060 -6.54843 -1.52166
H 0.27929 -7.37694 1.51152
H 0.97104 -5.04485 2.02560
H 2.71743 -4.67913 -1.95761
H 2.02378 -7.01775 -2.47599
O -4.52734 -0.38386 -7.03743
C -4.02103 -0.26592 -5.94061
C -4.37134 0.86336 -5.04479
C -3.81309 0.99707 -3.84328
C -2.81402 0.01069 -3.35781
O -2.29890 0.13393 -2.26487
C -2.46249 -1.11938 -4.25112
C -3.02419 -1.24872 -5.44967
H -5.10589 1.56322 -5.42577
H -4.05288 1.81831 -3.16833
H -1.73268 -1.82467 -3.87321
H -2.79072 -2.06898 -6.11183
O 4.76728 0.00616 2.55928
C 5.49791 0.97527 2.53416
C 6.97071 0.83067 2.42681
C 7.76570 1.89716 2.39853
C 7.21339 3.27508 2.47178
O 7.93948 4.24410 2.44285
C 5.73903 3.41669 2.57966
C 4.94603 2.34865 2.60819
H 7.35163 -0.18141 2.37371
H 8.84260 1.81753 2.32109
H 5.35645 4.42868 2.63097
H 3.86966 2.42444 2.68655
O -5.50653 0.34264 5.69771
C -5.66093 1.44505 6.17693
C -4.50161 2.28223 6.57584
C -4.67323 3.49365 7.09820
C -6.02909 4.05972 7.30583
O -6.18577 5.16426 7.78027
C -7.18881 3.22130 6.90877
C -7.01843 2.01053 6.38490
H -3.52373 1.85411 6.41814
H -3.84164 4.12082 7.39481
H -8.16852 3.65298 7.06936
H -7.84910 1.38351 6.08668
O -1.26725 -6.15927 -11.01878
C -1.63642 -5.74921 -9.94064
C -1.93797 -6.67933 -8.82328
C -2.34504 -6.22754 -7.64034
C -2.51223 -4.77546 -7.38582
O -2.88234 -4.37050 -6.30250
C -2.21300 -3.84410 -8.50314
C -1.80642 -4.29593 -9.68609
H -1.80810 -7.73396 -9.02972
H -2.57137 -6.88709 -6.81228
H -2.34680 -2.78833 -8.30337
H -1.58317 -3.63598 -10.51457
O 5.11010 3.72192 -1.11519
C 5.84201 2.87814 -1.58631
C 5.60057 1.43323 -1.34623
C 6.39902 0.50508 -1.86643
C 7.56314 0.87581 -2.71160
O 8.28787 0.03010 -3.18769
C 7.80271 2.32201 -2.95251
C 7.00437 3.24979 -2.43086
H 4.74471 1.18583 -0.73000
H 6.24274 -0.55396 -1.70428
H 8.65542 2.57013 -3.57155
H 7.15941 4.30893 -2.59503
O -3.40919 8.38710 -4.63129
C -3.56977 7.31066 -4.10074
C -3.53455 7.16403 -2.62354
C -3.70882 5.97947 -2.04402
C -3.94768 4.75769 -2.84897
O -4.10387 3.68035 -2.30943
C -3.98155 4.90031 -4.32470
C -3.80765 6.08412 -4.90526
H -3.35945 8.06891 -2.05596
H -3.68505 5.84715 -0.96932
H -4.15268 3.99570 -4.89415
H -3.82888 6.21323 -5.97985
O -3.10623 -11.15188 6.26992
C -2.32900 -10.43715 5.67655
C -1.79158 -9.19949 6.29736
C -0.93911 -8.41430 5.64482
C -0.48943 -8.74375 4.27057
O 0.29021 -8.02853 3.67507
C -1.02507 -9.97909 3.64779
C -1.87744 -10.76459 4.30007
H -2.13349 -8.97952 7.30051
H -0.53560 -7.50737 6.07667
H -0.68311 -10.19778 2.64367
H -2.28108 -11.67071 3.86684
*
```

# 4
A structure of composition C28H29NP2PtSTe4 at a distorted geometry, computed with ωB97M-V/def2-TZVPD.

- Highest occupied orbital energy: -0.2184 Ha
- Max |F|: 0.01993 Eh/bohr
- LUMO level: -0.32 eV
- Frontier orbital gap: 5.6 eV

```
! wB97M-V def2-TZVPD RIJCOSX def2/J DEFGRID3
* xyz 0 1
Pt 1.96057 2.05685 0.39119
Te 4.54701 1.63398 0.23737
Te 5.99442 3.98873 0.32264
Te 4.08341 5.90246 -0.22874
Te 1.65850 4.63661 0.45813
C -2.40108 -2.86306 -3.01321
S -2.06217 -3.80883 -1.51214
C -2.75354 -2.70223 -0.24237
C -1.70617 -1.83843 0.44871
C -1.01000 -0.90079 -0.52611
N -0.03115 -0.01673 0.10378
P -0.18197 1.56980 0.70412
C -0.52295 1.40693 2.48303
C -0.53804 0.17199 3.12157
C -0.71638 0.10047 4.49743
C -0.88030 1.26083 5.23791
C -0.85824 2.49700 4.60427
C -0.67234 2.57253 3.23439
C -1.68885 2.25027 -0.00159
C -1.60322 2.91503 -1.22489
C -2.75177 3.39016 -1.83818
C -3.98515 3.21069 -1.22657
C -4.07144 2.56695 0.00018
C -2.92631 2.08820 0.61850
P 1.65383 -0.10548 -0.16540
C 2.19068 -1.62149 0.60787
C 2.16744 -2.84025 -0.06994
C 2.45398 -4.00883 0.62130
C 2.76320 -3.96183 1.97234
C 2.79266 -2.74665 2.64596
C 2.50870 -1.57493 1.96514
C 1.85229 -0.22112 -1.96193
C 0.88947 0.34218 -2.79406
C 1.09931 0.40968 -4.16169
C 2.28124 -0.07021 -4.70880
C 3.25048 -0.62113 -3.88389
C 3.03874 -0.69703 -2.51607
H -2.07334 -3.47593 -3.85102
H -1.85295 -1.92189 -3.03690
H -3.46864 -2.67465 -3.11545
H -3.26221 -3.33757 0.48172
H -3.51545 -2.08034 -0.71770
H -0.95798 -2.47951 0.92527
H -2.18252 -1.24956 1.23910
H -1.75439 -0.29670 -1.05879
H -0.47994 -1.48862 -1.27988
H -0.40546 -0.73516 2.54692
H -0.72146 -0.86383 4.98954
H -1.01372 1.20509 6.31043
H -0.96968 3.40580 5.18080
H -0.61710 3.54334 2.75304
H -0.63124 3.08977 -1.67393
H -2.68227 3.91421 -2.78208
H -4.88224 3.58731 -1.70063
H -5.03237 2.44474 0.48270
H -2.99404 1.59528 1.58012
H 1.90551 -2.88479 -1.11867
H 2.42859 -4.95719 0.10070
H 2.98523 -4.87830 2.50364
H 3.04326 -2.71114 3.69775
H 2.54739 -0.61866 2.47620
H -0.02994 0.73308 -2.37680
H 0.34300 0.84955 -4.79877
H 2.45147 -0.00306 -5.77522
H 4.18130 -0.98092 -4.30169
H 3.81632 -1.10268 -1.88063
*
```

# 5
A cluster of 3 separate species, C36H32ClFN2O12 in total at a distorted geometry, computed with ωB97M-V/def2-TZVPD.

- SMILES: C[C@H](F)Cc1ccc2c(c1CCC(N)=O)C(=O)c1c(Cl)cc(CC(=O)N(C)C)cc1C2=O.O=C1C=C(O)C(=O)C=C1O.O=C1C=C(O)C(=O)C=C1O
- Highest occupied orbital energy: -0.3383 Ha
- Max |F|: 0.05937 Eh/bohr
- LUMO level: -1.77 eV
- Frontier orbital gap: 7.4 eV

```
! wB97M-V def2-TZVPD RIJCOSX def2/J DEFGRID3
* xyz 0 1
C -0.93828 2.27934 3.24810
C 0.61647 2.32593 2.98170
F 1.20496 3.17177 3.96940
C 0.92968 2.88947 1.52681
C -0.04725 2.20419 0.52561
C -1.20813 3.00468 0.10016
C -2.24233 2.48270 -0.80787
C -2.03912 1.11556 -1.27436
C -0.87618 0.30550 -0.86173
C 0.15651 0.82007 0.05750
C 1.33328 -0.09295 0.49258
C 2.76352 0.40683 0.07221
C 2.92673 0.68751 -1.46022
N 3.70047 -0.25596 -2.22212
O 2.45470 1.67885 -1.96965
C -0.79529 -1.14456 -1.45932
O 0.22282 -1.62405 -1.89622
C -2.17489 -1.89656 -1.48326
C -2.27069 -3.30548 -1.12491
Cl -0.79565 -4.21748 -0.66844
C -3.60267 -3.93288 -1.13630
C -4.75252 -3.10935 -1.49598
C -6.15586 -3.84198 -1.43831
C -6.76107 -3.52007 -0.01045
O -6.33381 -4.15713 0.93757
N -7.74151 -2.50901 0.25784
C -7.68013 -1.37671 -0.71494
C -7.48315 -1.87117 1.58842
C -4.66279 -1.69878 -1.88502
C -3.34704 -1.08225 -1.87263
C -3.08148 0.42593 -2.21584
O -3.61214 0.98019 -3.14452
H -1.40711 1.40130 2.72727
H -1.17033 2.14595 4.34375
H -1.39853 3.24392 2.88923
H 0.98235 1.26672 3.07103
H 0.70221 3.99238 1.59397
H 2.00220 2.81534 1.25350
H -1.34438 4.03368 0.49849
H -3.12239 3.10286 -1.09778
H 1.19868 -1.16591 0.19490
H 1.32081 -0.10877 1.62304
H 3.12720 1.29067 0.65795
H 3.47744 -0.43140 0.33010
H 3.15926 -0.64751 -2.99533
H 3.96893 -1.04127 -1.61760
H -3.66362 -5.01074 -0.86814
H -5.95605 -4.94728 -1.42501
H -6.82102 -3.54156 -2.28458
H -7.70191 -1.69481 -1.78295
H -8.54901 -0.69038 -0.52885
H -6.75455 -0.78113 -0.45189
H -7.79730 -2.51284 2.44279
H -6.39885 -1.56979 1.70210
H -8.05650 -0.90320 1.59696
H -5.52271 -1.06718 -2.18810
O 6.72492 -5.71725 -0.14987
C 5.53454 -5.58377 0.06080
C 4.86808 -4.28194 0.02581
C 3.56030 -4.18345 0.28041
O 2.92297 -2.99726 0.25136
C 2.73595 -5.38435 0.61094
O 1.55072 -5.24629 0.85500
C 3.39611 -6.68830 0.62250
C 4.70398 -6.78867 0.36435
O 5.33341 -7.97778 0.36692
H 5.47612 -3.41976 -0.21242
H 1.99067 -3.19737 0.46895
H 2.78491 -7.55194 0.84579
H 6.26606 -7.78053 0.15464
O 5.75330 8.87382 -0.66608
C 5.07556 7.90933 -0.36396
C 4.41095 7.78722 0.93312
C 3.69024 6.70062 1.22572
O 3.06757 6.56694 2.41286
C 3.53984 5.57851 0.24976
O 2.88838 4.59789 0.56402
C 4.18343 5.70977 -1.05484
C 4.90180 6.79828 -1.34909
O 5.50235 6.94430 -2.54414
H 4.52969 8.60493 1.63053
H 2.61929 5.69969 2.37893
H 4.05137 4.89774 -1.75769
H 5.95554 7.80844 -2.50489
*
```

# 6
A cluster of 10 separate species, C5H30N2O9 in total at a distorted geometry, computed with ωB97M-V/def2-TZVPD.

- SMILES: C[C@H](N)C/C=C/N.O.O.O.O.O.O.O.O.O
- Highest occupied orbital energy: -0.2956 Ha
- Max |F|: 0.07634 Eh/bohr
- LUMO level: 0.11 eV
- Frontier orbital gap: 8.2 eV

```
! wB97M-V def2-TZVPD RIJCOSX def2/J DEFGRID3
* xyz 0 1
C -0.44605 -2.12282 1.62313
C 0.48645 -1.66456 0.50718
N -0.11520 -2.02059 -0.81009
C 1.88014 -2.34450 0.56174
C 3.03629 -1.64535 -0.17864
C 3.18792 -0.30906 0.00690
N 3.90830 0.46321 -0.88883
H -0.12402 -1.70384 2.59007
H -0.36286 -3.20040 1.75504
H -1.52439 -1.97149 1.44537
H 0.60223 -0.60184 0.72888
H -1.15801 -1.81928 -0.86698
H 0.06166 -2.97986 -0.98243
H 2.25513 -2.19236 1.63236
H 1.96315 -3.42341 0.49615
H 3.54130 -2.15307 -0.94895
H 2.49940 0.12601 0.72107
H 4.62206 -0.08245 -1.37777
H 4.06579 1.43989 -0.75866
O 1.05852 1.01889 3.76081
H 1.85744 0.93516 4.34413
H 0.53061 1.43841 4.44927
O 1.57074 -0.43377 -2.68302
H 1.16980 -1.17830 -2.20515
H 1.99483 0.00899 -1.89380
O -3.49810 -1.23732 -0.75302
H -3.41723 -2.17828 -0.55777
H -4.34846 -0.84969 -0.70342
O -1.29196 0.14573 -2.58050
H -1.62834 -0.38879 -1.89976
H -0.53087 -0.05318 -3.13585
O 1.39332 2.42065 1.46124
H 1.29312 2.17897 2.34607
H 0.78629 2.30865 0.75638
O -3.37859 1.47168 -0.40450
H -3.29517 2.31921 -0.85575
H -3.07708 0.76847 -0.94313
O -3.93326 0.68906 2.12421
H -3.86037 0.82781 1.14304
H -3.22715 1.13745 2.60355
O 0.11347 2.24468 -1.66614
H -0.33047 1.34327 -1.83420
H 0.97464 2.13475 -2.03202
O -2.11674 3.97022 -1.42012
H -1.42019 3.87168 -0.71835
H -1.76806 3.29135 -1.95774
*
```

# 7
An isolated molecule of C4H5NO, computed with ωB97M-V/def2-TZVPD.

- SMILES: O=CN=C1CC1
- Highest occupied orbital energy: -0.3553 Ha
- Max |F|: 0.01058 Eh/bohr
- LUMO level: 0.36 eV
- Frontier orbital gap: 10.0 eV

```
! wB97M-V def2-TZVPD RIJCOSX def2/J DEFGRID3
* xyz 0 1
O 0.50913 -1.68178 -1.78147
C -0.57230 -1.14560 -1.75000
N -0.85102 0.08975 -1.12648
C -0.28394 0.31290 -0.01926
C 0.03141 1.32548 0.97897
C 0.66616 -0.08705 1.01834
H -1.45049 -1.54695 -2.28455
H -0.69728 1.50952 1.76365
H 0.60447 2.20049 0.67473
H 0.35255 -0.73784 1.83266
H 1.69131 -0.23890 0.69342
*
```